A cluster of 2 separate species, C3H7FO2 in total, computed with the ωB97M-V functional and the def2-TZVPD basis.

LUMO energy = 0.0205 Ha
Energy above the lowest of the compared OMol25 structures with the same formula, charge and spin = 41.8 kcal per mole
HOMO = -8.602 eV

Atoms and positions in Å:
C -1.163649 -0.682549 -1.465007
C 0.894673 0.025160 1.833366
C -0.357725 0.351418 -0.786869
O 0.914224 0.479910 -1.077618
O -0.235685 -0.419991 1.234659
F -0.973595 1.501608 -0.486624
H -1.569867 -0.280642 -2.396077
H -0.528400 -1.537052 -1.675064
H -1.985126 -0.980615 -0.819257
H 0.838142 -0.275501 2.890375
H 0.988450 1.130688 1.822490
H 1.816810 -0.420011 1.410239
H 1.361746 1.107577 -0.484612

Atoms 1-3, force components in eV/Å:
0.103 0.022 0.065
0.440 0.140 0.083
0.479 -0.289 3.387

=====

A structure of composition C25H27CoF6N9O, computed with the ωB97M-V functional and the def2-TZVPD basis.

LUMO energy (spin up / spin down) = -0.0280 / -0.0276 Ha
HOMO (spin up / spin down) = -6.670 / -6.635 eV
2S+1 = 2

Atoms and positions in Å:
Co 0.522988 -0.036393 -0.712649
C -2.289201 -2.949615 3.326268
C -2.289232 -3.071938 1.945278
C -1.757049 -2.072468 1.141038
C -1.208111 -0.909762 1.685251
C -1.174331 -0.823227 3.083073
C -1.714366 -1.816743 3.885469
N -0.645556 0.096458 0.859435
C -0.591372 1.359368 1.334614
C -1.517914 1.987478 2.222724
C -1.356472 3.296942 2.579161
C -0.277507 4.085534 2.102727
C 0.623191 3.533240 1.241540
C 0.465639 2.190592 0.855504
N 1.260212 1.530555 -0.055618
N 2.190303 2.123263 -0.650534
C 2.682147 1.290607 -1.678162
C 3.813069 1.644643 -2.388640
C 4.243499 0.813171 -3.406539
C 3.534016 -0.341743 -3.688621
C 2.413175 -0.623111 -2.931384
N 1.993213 0.178484 -1.960261
H -2.697733 -3.732378 3.954183
H -2.701282 -3.963007 1.483290
H -1.728837 -2.208872 0.075000
H -0.672614 0.016035 3.550235
H -1.655936 -1.715603 4.963159
H -2.355936 1.420936 2.601891
H -2.084262 3.747980 3.246401
H -0.173271 5.117334 2.414503
H 1.452800 4.104596 0.841189
H 4.329688 2.555987 -2.115349
H 5.132108 1.058350 -3.974543
H 3.847771 -1.021398 -4.469068
H 1.827266 -1.517556 -3.092802
C -2.431790 3.643439 -1.386392
N -2.939352 2.285438 -1.519271
C -4.037679 1.978042 -0.597930
C -1.996458 1.325276 -1.811685
N -0.745751 1.491489 -1.974086
N -2.548393 0.050077 -2.000018
C -1.868555 -1.144993 -2.140747
N -2.670818 -2.175243 -2.563511
N -0.625166 -1.266399 -1.887981
H -3.280302 4.320336 -1.320612
H -1.853112 3.918330 -2.266433
H -1.812070 3.770075 -0.489957
H -4.799351 2.747408 -0.702334
H -3.697151 1.958747 0.441391
H -4.508780 1.024107 -0.814544
H -0.439989 2.440419 -1.797368
H -3.533614 0.023138 -2.171965
H -3.668595 -2.083893 -2.519193
H -2.317213 -3.107086 -2.435598
H -0.283803 -2.220640 -1.955919
C 2.761964 -3.772784 0.372150
C 2.415724 -2.304326 0.673631
O 1.427442 -1.847477 -0.118560
C 1.955680 -2.232231 2.154969
F 0.870461 -2.998941 2.318702
F 2.872568 -2.668394 3.046707
F 1.619827 -0.979194 2.523322
C 3.730768 -1.489515 0.517763
F 4.753767 -1.939146 1.269448
F 4.154096 -1.546282 -0.765069
F 3.578306 -0.180894 0.808066
H 1.835369 -4.342088 0.428731
H 3.494111 -4.194728 1.062262
H 3.147767 -3.829835 -0.645754

Atoms 1-3, force components in eV/Å:
-0.072 -0.885 0.023
0.029 0.022 -0.036
-0.001 0.052 -0.071

=====

A structure of composition C20H33BaF6NO4S2Si, computed with the ωB97M-V functional and the def2-TZVPD basis.

LUMO energy = 0.0002 Ha
Energy above the lowest of the compared OMol25 structures with the same formula, charge and spin = 22.8 kcal per mole
HOMO = -6.454 eV

Atoms and positions in Å:
Ba 1.491772 -0.751499 0.697548
C 1.078089 0.657915 4.700746
C -0.106758 1.174569 4.187926
C -1.183000 0.331681 3.948848
C -1.074162 -1.026922 4.214114
C 0.110275 -1.542678 4.724613
C 1.186199 -0.698044 4.969331
H 1.917760 1.313344 4.895847
H -0.190781 2.232918 3.975151
H -2.105674 0.729271 3.547039
H -1.914170 -1.681418 4.018176
H 0.195612 -2.601246 4.935970
H 2.108265 -1.097382 5.372447
F 5.471232 -4.420549 1.146378
C 4.754713 -4.301133 0.041788
F 4.204112 -5.466408 -0.264499
F 5.533017 -3.896040 -0.956863
S 3.401442 -3.050756 0.298010
O 3.231099 -2.888526 1.725891
O 2.255068 -3.497817 -0.450361
N 3.854371 -1.680820 -0.358265
S 4.783616 -0.618301 0.372863
O 5.977688 -1.104029 0.969128
O 3.886449 0.240163 1.139854
C 5.241119 0.405461 -1.089649
F 4.123873 0.851495 -1.668170
F 5.931080 -0.317639 -1.954684
F 5.965004 1.435138 -0.683020
C -1.779746 -1.997181 -2.020082
C -1.142852 -0.634049 -2.316149
C 0.334657 -0.924706 -2.633004
C -1.792650 -0.088221 -3.594797
Si -1.213640 0.542087 -0.721351
C -0.820560 2.397023 -1.304421
C 0.458583 2.423999 -2.152490
C -1.905115 3.134016 -2.101902
C -0.484751 3.248982 -0.067603
C -3.048293 0.453036 -0.014214
C -4.187090 0.487479 -1.040737
C -3.278557 1.604376 0.974974
C -3.196377 -0.837999 0.803444
H -1.552049 -2.697942 -2.833501
H -2.864293 -1.943297 -1.933364
H -1.393038 -2.439006 -1.094360
H 0.436838 -1.411639 -3.611093
H 0.784361 -1.633646 -1.922277
H 0.950792 -0.026041 -2.664052
H -1.750739 -0.841698 -4.393169
H -1.287256 0.801595 -3.970189
H -2.840018 0.169258 -3.440980
H 0.345023 1.935242 -3.119171
H 1.304323 1.954999 -1.633336
H 0.746494 3.464888 -2.345806
H -2.176930 2.606687 -3.014796
H -1.545728 4.130232 -2.393107
H -2.814646 3.282902 -1.521902
H 0.313614 2.791158 0.526524
H -1.334512 3.399427 0.590707
H -0.133530 4.240537 -0.381880
H -4.151471 1.376765 -1.669411
H -5.156399 0.488077 -0.524244
H -4.176171 -0.382823 -1.696390
H -3.404310 2.561627 0.473478
H -2.448136 1.705199 1.679173
H -4.193717 1.421224 1.553606
H -3.094122 -1.740543 0.199396
H -4.188040 -0.867779 1.274299
H -2.447262 -0.884994 1.598018

Atoms 1-3, force components in eV/Å:
-1.460 0.589 0.503
0.051 0.146 -0.085
0.053 0.031 -0.037

=====

A structure of composition C14H26O8S4Tl, computed with the ωB97M-V functional and the def2-TZVPD basis.

LUMO energy = -0.2722 Ha
Energy above the lowest of the compared OMol25 structures with the same formula, charge and spin = 71.7 kcal per mole
Net charge = +1
HOMO = -11.002 eV

Atoms and positions in Å:
Tl -3.352950 26.435560 30.442900
C -7.229230 29.060070 28.450280
C -6.466100 27.985000 28.975540
C -6.518160 26.588660 28.370040
O -5.797720 25.645050 28.719030
C -7.424270 26.322950 27.305940
C -8.160620 27.339910 26.804280
C -8.064440 28.744030 27.458520
O -8.845120 29.682850 27.047240
O -8.883760 27.032230 25.780630
O -5.727950 28.185700 29.959910
H -7.235790 30.039250 28.905870
H -7.355800 25.300890 26.963730
C -3.413290 20.793060 30.591810
S -3.409810 22.526210 31.265440
O -3.540590 23.593720 30.148120
C -4.986500 22.365400 32.278710
H -2.464500 20.667950 30.070030
H -4.195850 20.753010 29.834110
H -3.501460 19.961110 31.290500
H -4.966390 21.378620 32.741260
H -5.974770 22.401390 31.820310
H -4.898210 23.196070 32.978920
C 0.112120 28.887070 28.654990
S 0.202790 28.705980 30.527180
O -1.129550 28.189430 31.087230
C 1.545780 27.424730 30.729730
H -0.302870 29.883980 28.506470
H -0.565260 28.084250 28.363880
H 1.081010 28.784210 28.166350
H 1.447330 26.706820 29.915470
H 1.390450 26.883800 31.663200
H 2.558930 27.826720 30.734790
C -4.263240 26.884530 25.067540
S -3.575800 28.006230 26.385050
O -3.384300 27.169460 27.670300
C -2.013570 28.445850 25.605260
H -5.221600 26.399260 25.252380
H -3.575700 26.047290 24.947400
H -4.292960 27.549790 24.204620
H -2.071350 28.457790 24.516850
H -1.381110 27.592930 25.851470
H -1.493030 29.284760 26.067170
C -4.512630 31.235810 30.600690
S -3.190050 30.728830 29.445170
O -2.936790 29.218120 29.496010
C -4.036440 30.983710 27.858520
H -5.421810 30.786320 30.201370
H -4.424910 32.319320 30.680780
H -4.238900 30.700190 31.509680
H -3.292240 30.794460 27.084920
H -4.513620 31.955380 27.731050
H -4.744210 30.155880 27.901650

Atoms 1-3, force components in eV/Å:
0.134 0.415 -0.305
1.812 -1.244 1.971
2.535 0.104 2.822

=====

The molecule C10H18OSi, computed with the ωB97M-V functional and the def2-TZVPD basis.

LUMO energy (spin up / spin down) = 0.0011 / -0.0124 Ha
Energy above the lowest of the compared OMol25 structures with the same formula, charge and spin = 164.6 kcal per mole
HOMO (spin up / spin down) = -7.121 / -7.201 eV

Atoms and positions in Å:
C -1.401420 -2.421299 -3.326456
C -0.375112 -2.491782 -2.684619
C 1.039749 0.125839 -0.417574
C 0.129746 -1.022734 0.097344
C 0.177915 1.444911 -0.675028
C 0.715764 -2.378193 -0.451789
C 0.771076 -2.555728 -1.913650
C -0.118434 -3.502931 0.176417
C -1.838154 3.403420 0.787643
C 0.729278 2.220219 2.206457
O 2.049602 -2.677630 -2.456199
Si -0.704720 1.826729 0.955912
H -2.194691 -2.508367 -3.974131
H 1.827108 0.513261 0.155439
H 1.466044 -0.176519 -1.496437
H 0.123652 -0.990552 1.224386
H -0.901858 -1.082416 -0.076578
H 1.061085 2.061431 -0.954249
H -0.511924 1.329031 -1.422615
H 1.617861 -2.414599 0.112173
H 0.427162 -4.338865 0.112114
H -1.101763 -3.671575 -0.268968
H -0.488093 -3.211160 1.268293
H -2.122444 3.647701 1.787656
H -1.261971 4.026952 0.279200
H -2.789322 2.995074 0.221035
H 0.962534 3.208373 2.085432
H 0.365877 2.055691 3.271187
H 1.546666 1.679715 2.003088
H 1.820110 -3.152867 -3.263750

Atoms 1-3, force components in eV/Å:
1.225 -0.073 0.536
0.466 -0.033 0.017
-3.179 -0.113 -4.167

=====

A structure of composition C5H8N, computed with the ωB97M-V functional and the def2-TZVPD basis.

LUMO energy = -0.1744 Ha
Energy above the lowest of the compared OMol25 structures with the same formula, charge and spin = 113.6 kcal per mole
Net charge = +1
HOMO = -14.616 eV

Atoms and positions in Å:
C 0.291201 -1.463297 -1.485414
C 0.111463 -1.679177 1.042534
C -0.560600 0.729790 -0.243614
C 0.062456 -1.165038 -0.302730
C -0.252055 1.958111 0.029330
N 0.083165 3.174045 0.270677
H 0.649578 -2.437798 -1.561349
H 0.215081 -0.886591 -2.502355
H 0.305205 -1.134477 1.935076
H 0.794465 -2.614964 0.992058
H -1.607856 0.407486 -0.307507
H 0.163325 3.431421 1.282243
H 0.617098 3.869375 -0.281558
H -0.872525 -2.188886 1.132609

Atoms 1-3, force components in eV/Å:
0.385 0.823 -6.030
-0.673 -4.142 -0.428
-0.060 -0.051 1.035

=====

A structure of composition C54H42FGeNaP3S, computed with the ωB97M-V functional and the def2-TZVPD basis.

LUMO energy = 0.0778 Ha
Energy above the lowest of the compared OMol25 structures with the same formula, charge and spin = 3.6 kcal per mole
Net charge = -1
HOMO = -1.797 eV

Atoms and positions in Å:
Na -0.188548 -0.021646 1.077396
F -0.608201 -0.459133 -5.239004
Ge -0.365409 -0.163765 -3.476842
C 1.524619 -0.824447 -3.484171
C 1.904246 -1.310574 -4.742808
C 3.207791 -1.699077 -5.008525
C 4.173421 -1.595126 -4.023453
C 3.811091 -1.134739 -2.774695
C 2.497249 -0.768499 -2.472748
P 2.134366 -0.289166 -0.733600
C 2.432931 -1.859087 0.174807
C 2.783918 -3.069022 -0.417918
C 2.876764 -4.225736 0.343723
C 2.629554 -4.190584 1.708990
C 2.278599 -2.990074 2.310285
C 2.172442 -1.836351 1.549721
C 3.617086 0.713609 -0.371323
C 4.623510 0.347987 0.513376
C 5.675080 1.218272 0.770691
C 5.726283 2.456713 0.152561
C 4.714833 2.833582 -0.722977
C 3.663757 1.971412 -0.974931
C -2.023557 -1.147318 -3.015183
C -3.049430 -0.864820 -3.926139
C -4.274850 -1.501655 -3.830044
C -4.489764 -2.449768 -2.839353
C -3.489174 -2.722448 -1.929344
C -2.262115 -2.057111 -1.986917
P -1.000261 -2.340947 -0.698010
C -0.661293 -4.121322 -0.960034
C -1.166673 -5.164189 -0.189685
C -0.823626 -6.477380 -0.481434
C 0.012561 -6.764929 -1.549820
C 0.509258 -5.731862 -2.332369
C 0.181153 -4.420420 -2.030708
C -1.987437 -2.219723 0.829963
C -1.439392 -2.710760 2.020087
C -1.993847 -2.372407 3.240125
C -3.101975 -1.540398 3.295653
C -3.665330 -1.063564 2.126179
C -3.106280 -1.386893 0.899368
C -0.782223 1.771518 -3.604448
C -0.766580 2.298492 -4.899061
C -1.296889 3.553263 -5.160128
C -1.879154 4.286407 -4.136400
C -1.877488 3.781287 -2.850568
C -1.307387 2.540014 -2.562884
P -1.137181 1.997485 -0.826236
C -0.005692 3.300260 -0.195871
C 0.360695 3.260699 1.151238
C 1.304226 4.152804 1.642650
C 1.906350 5.079367 0.806135
C 1.558061 5.110704 -0.538610
C 0.611154 4.227902 -1.036065
C -2.807991 2.290358 -0.153000
C -3.911603 1.942706 -0.933231
C -5.188862 1.965227 -0.397496
C -5.376529 2.318384 0.932669
C -4.281262 2.631656 1.721541
C -2.998590 2.612321 1.191120
H 1.181138 -1.373298 -5.533991
H 3.461993 -2.064719 -5.994025
H 5.199156 -1.875121 -4.220378
H 4.558057 -1.062863 -1.993285
H 2.963245 -3.124277 -1.486818
H 3.124385 -5.161743 -0.138524
H 2.693935 -5.098073 2.294795
H 2.054351 -2.939730 3.366593
H 1.857246 -0.922124 2.052295
H 4.585788 -0.615897 1.005881
H 6.451847 0.929237 1.463806
H 6.541392 3.134943 0.364123
H 4.735863 3.808057 -1.189957
H 2.857784 2.277419 -1.632417
H -2.885104 -0.155575 -4.721697
H -5.055852 -1.264404 -4.537483
H -5.439460 -2.962476 -2.770971
H -3.656285 -3.442184 -1.135973
H -1.829591 -4.949731 0.639935
H -1.216885 -7.279397 0.127431
H 0.275460 -7.788845 -1.772755
H 1.159516 -5.945348 -3.168553
H 0.585413 -3.607129 -2.625764
H -0.530240 -3.303259 1.992804
H -1.519751 -2.693882 4.155285
H -3.482695 -1.218682 4.252138
H -4.501076 -0.377681 2.163430
H -3.520380 -0.944789 -0.001959
H -0.369092 1.716249 -5.711882
H -1.274744 3.943805 -6.167917
H -2.320170 5.254207 -4.337356
H -2.304164 4.357873 -2.038208
H -0.044322 2.524955 1.869736
H 1.563601 4.086523 2.690364
H 2.649603 5.765792 1.191559
H 2.027120 5.820862 -1.207884
H 0.371013 4.263087 -2.098767
H -3.770076 1.646453 -1.968215
H -6.035690 1.698309 -1.015526
H -6.372066 2.328074 1.355886
H -4.410354 2.860946 2.769241
H -2.157255 2.778935 1.850716
S -0.565358 0.845012 3.460236

Atoms 1-3, force components in eV/Å:
-0.199 0.094 0.443
-0.005 0.015 0.020
-0.099 0.024 -0.290

=====

A cluster of 2 separate species, C2H8NS2 in total, computed with the ωB97M-V functional and the def2-TZVPD basis.

LUMO energy = -0.1293 Ha
Energy above the lowest of the compared OMol25 structures with the same formula, charge and spin = 19.2 kcal per mole
Net charge = +1
HOMO = -13.536 eV

Atoms and positions in Å:
S 3.177684 1.146854 0.873480
S 1.935349 -0.059143 2.027033
H 2.376745 1.608686 -0.117684
H 1.187019 0.935666 2.543277
C -1.154412 0.118612 -0.472313
C -2.313140 -0.443619 -0.775425
N 0.086153 -0.645546 -0.543991
H -1.024500 1.137632 -0.139945
H -3.237238 0.109656 -0.722495
H -2.320430 -1.495113 -1.039890
H -0.050048 -1.617534 -0.820951
H 0.738242 -0.211973 -1.199047
H 0.598570 -0.584176 0.387945

Atoms 1-3, force components in eV/Å:
0.275 0.017 -0.012
-0.180 0.501 -0.398
-0.148 -0.277 0.305